No. 1
Molecular formula: CH4N2O
Method: DFT, the ωB97M-V functional and the def2-TZVPD basis

The SMILES is [H]/N=N/CO. The HOMO-LUMO gap comes out at 10.5320 eV. For the relative energy (zero: lowest compared OMol25 entry of this formula, charge and spin), the calculation gives 82.1 kcal per mole.

Geometry as ORCA input:
```
! RIJCOSX wB97M-V def2-TZVPD def2/J DEFGRID3
* xyz 0 1
C -0.467 -0.456 -0.153
N 1.066 -0.372 -0.193
N 1.479 0.758 -0.011
O -1.509 0.643 -0.045
H -0.704 -1.089 -1.106
H -0.617 -0.909 0.763
H -1.519 1.130 -0.857
H 2.440 0.645 0.112
*
```

***

No. 2
Molecular formula: C11H5AsCoF12NO5S7
Method: DFT, the ωB97M-V functional and the def2-TZVPD basis

Its expectation value of S² is 8.78. The HOMO-LUMO gap (alpha / beta) comes out at 7.5193 / 5.3537 eV.

Geometry as ORCA input:
```
! RIJCOSX wB97M-V def2-TZVPD def2/J DEFGRID3
* xyz -1 6
Co 0.974 -0.350 -0.342
O 7.388 -2.573 0.896
C 6.279 -2.215 0.642
S 5.883 -0.771 -0.299
C 4.150 -0.965 -0.305
C 3.650 -2.059 0.387
S 2.010 -2.491 0.456
S 4.820 -3.098 1.155
S 3.225 0.158 -1.181
F -2.492 1.201 -1.647
C -1.813 2.210 -2.199
F -2.653 3.241 -2.291
F -1.491 1.841 -3.440
S -0.329 2.654 -1.095
O 0.569 1.529 -1.256
O 0.106 3.907 -1.594
N -1.018 2.742 0.298
S -1.098 1.490 1.247
O -0.903 0.230 0.545
O -0.503 1.669 2.515
C -2.958 1.496 1.631
F -3.217 0.856 2.771
F -3.702 0.922 0.681
F -3.386 2.750 1.764
F 1.600 0.244 1.676
As 2.629 0.966 3.067
F 3.981 0.840 1.914
F 2.996 -0.716 3.514
F 3.759 1.579 4.271
F 1.371 0.958 4.227
F 2.286 2.535 2.462
S 0.312 -1.443 -2.327
C -1.377 -1.654 -1.975
C -2.314 -1.352 -2.966
C -3.660 -1.419 -2.669
C -4.083 -1.805 -1.406
C -3.150 -2.153 -0.441
C -1.800 -2.099 -0.720
H -1.978 -1.029 -3.939
H -4.385 -1.142 -3.419
H -5.136 -1.836 -1.168
H -3.475 -2.458 0.540
H -1.067 -2.390 0.022
*
```

***

No. 3
Molecular formula: C6H12O
Method: DFT, the ωB97M-V functional and the def2-TZVPD basis

The HOMO-LUMO gap comes out at 9.1934 eV. For the relative energy (zero: lowest compared OMol25 entry of this formula, charge and spin), the calculation gives 63.7 kcal per mole.

Geometry as ORCA input:
```
! RIJCOSX wB97M-V def2-TZVPD def2/J DEFGRID3
* xyz 0 1
C 0.579 1.508 -0.287
C 1.278 -0.941 0.455
C 1.789 -2.225 -0.084
O 0.058 -0.862 0.027
C -0.499 0.465 0.036
C -1.083 0.714 1.405
C -1.557 0.344 -1.046
H 1.101 1.341 -1.239
H 1.348 1.577 0.490
H 0.068 2.467 -0.357
H 2.546 -1.944 -0.820
H 1.102 -2.921 -0.583
H 2.296 -2.695 0.741
H -1.536 1.707 1.414
H -1.842 -0.042 1.630
H -0.280 0.672 2.148
H -2.285 -0.442 -0.804
H -1.092 0.074 -2.000
H -2.068 1.299 -1.139
*
```

***

No. 4
Molecular formula: C27H67Cu2N4O12
Method: DFT, the ωB97M-V functional and the def2-TZVPD basis

Its expectation value of S² is 3.76. The HOMO-LUMO gap (alpha / beta) comes out at 6.4174 / 3.3532 eV.

Geometry as ORCA input:
```
! RIJCOSX wB97M-V def2-TZVPD def2/J DEFGRID3
* xyz 4 4
Cu 0.262 -1.969 8.650
Cu 2.547 -3.774 12.786
O 1.010 -6.171 9.819
C 1.137 -4.869 9.887
O 0.452 -4.134 9.169
O 1.939 -4.411 10.715
H 0.501 -6.124 9.007
C -2.415 -7.078 10.351
C -2.565 -6.088 11.487
O -3.840 -5.536 11.411
H -3.133 -7.883 10.505
H -1.385 -7.417 10.465
H -2.558 -6.621 9.373
H -1.915 -5.213 11.488
H -2.423 -6.631 12.421
H -4.011 -4.930 12.136
C -0.034 -5.342 14.149
O 1.168 -5.443 13.410
C 1.807 -6.683 13.666
C 2.968 -6.758 12.697
N 3.827 -5.590 12.920
C 4.710 -5.478 11.764
C 5.386 -4.063 11.707
O 4.424 -3.073 11.391
C 4.953 -1.862 10.954
H -0.632 -4.525 13.747
H 0.176 -5.373 15.218
H -0.622 -6.197 13.815
H 1.090 -7.501 13.585
H 2.183 -6.664 14.689
H 2.530 -6.877 11.706
H 3.492 -7.693 12.895
H 4.500 -5.837 13.632
H 4.171 -5.650 10.833
H 5.458 -6.269 11.706
H 6.161 -4.125 10.943
H 5.837 -3.782 12.659
H 4.205 -1.198 10.521
H 5.648 -2.013 10.128
H 5.480 -1.358 11.765
C 0.487 1.195 8.113
O -0.306 0.028 7.974
C -1.675 0.211 7.670
C -2.351 -1.076 7.508
N -2.002 -1.892 8.676
C -2.658 -3.192 8.584
C -2.249 -4.091 7.424
O -3.070 -3.768 6.354
C -2.752 -4.387 5.161
H -0.102 1.975 8.596
H 0.777 1.469 7.098
H 1.422 1.017 8.643
H -1.902 0.758 6.755
H -2.089 0.834 8.463
H -1.904 -1.606 6.666
H -3.409 -0.960 7.276
H -2.475 -1.403 9.423
H -3.746 -3.129 8.567
H -2.447 -3.725 9.511
H -2.360 -5.143 7.685
H -1.207 -3.992 7.122
H -3.412 -3.976 4.397
H -3.030 -5.440 5.125
H -1.739 -4.161 4.830
C 3.577 -9.497 4.362
O 2.308 -10.060 4.892
C 1.252 -9.840 3.951
C -0.124 -10.386 4.502
N -0.893 -9.485 5.338
C -0.196 -8.974 6.522
C -0.971 -7.803 7.174
O -0.189 -6.591 7.442
C 0.763 -6.202 6.470
H 4.314 -9.803 5.105
H 3.611 -8.416 4.505
H 3.968 -9.709 3.368
H 1.400 -10.486 3.086
H 1.171 -8.809 3.608
H 0.002 -11.257 5.146
H -0.686 -10.862 3.699
H -1.740 -9.978 5.581
H 0.833 -8.684 6.312
H -0.097 -9.796 7.232
H -1.478 -8.076 8.100
H -1.782 -7.530 6.499
H 1.716 -6.688 6.679
H 1.011 -5.144 6.560
H 0.443 -6.283 5.431
C 0.677 -18.227 12.667
O 0.384 -17.304 11.674
C 0.981 -16.040 11.880
C 0.311 -15.081 10.856
N 0.760 -13.699 10.938
C 0.144 -12.818 9.968
C 1.010 -11.540 9.916
O 0.576 -10.565 10.791
C 1.223 -9.331 10.637
H 0.288 -17.918 13.637
H 1.760 -18.304 12.756
H 0.336 -19.230 12.411
H 2.047 -16.076 11.657
H 0.777 -15.691 12.893
H -0.748 -15.075 11.112
H 0.452 -15.458 9.843
H 0.592 -13.366 11.877
H -0.863 -12.570 10.305
H 0.167 -13.288 8.985
H 0.841 -11.162 8.908
H 2.068 -11.773 10.040
H 0.791 -8.586 11.306
H 1.054 -9.034 9.602
H 2.282 -9.407 10.882
*
```

***

No. 5
Molecular formula: C10H16O2
Method: DFT, the ωB97M-V functional and the def2-TZVPD basis

The SMILES is Cc1ccc(O)cc1.CC(C)O. The HOMO-LUMO gap comes out at 9.1128 eV. For the relative energy (zero: lowest compared OMol25 entry of this formula, charge and spin), the calculation gives 18.0 kcal per mole.

Geometry as ORCA input:
```
! RIJCOSX wB97M-V def2-TZVPD def2/J DEFGRID3
* xyz 0 1
C 2.899 1.998 0.535
C 1.304 -1.342 -1.510
C 1.420 -1.405 -0.139
C 1.669 -0.229 -2.246
C 1.803 -0.254 0.535
C 2.009 0.910 -1.533
C 2.164 0.891 -0.156
O 0.969 -2.472 -2.238
H 1.030 -2.316 0.300
H 1.087 -3.236 -1.665
H 1.606 -0.204 -3.326
H 1.877 -0.278 1.620
H 2.164 1.855 -2.030
H 3.127 2.831 -0.119
H 3.833 1.660 0.978
H 2.387 2.457 1.385
C -2.834 0.220 1.164
C -3.117 -0.645 2.386
C -4.095 0.765 0.491
O -1.981 1.318 1.534
H -2.176 -0.304 0.472
H -4.058 -0.597 2.940
H -4.106 1.842 0.513
H -4.129 0.497 -0.571
H -5.014 0.296 0.852
H -2.290 1.826 2.301
H -2.320 -0.627 3.130
H -3.127 -1.663 1.994
*
```

***

No. 6
Molecular formula: C5H8S3
Method: DFT, the ωB97M-V functional and the def2-TZVPD basis

The SMILES is S[C@@H]1C=CSCSC1. The HOMO-LUMO gap comes out at 9.6368 eV. For the relative energy (zero: lowest compared OMol25 entry of this formula, charge and spin), the calculation gives 15.2 kcal per mole.

Geometry as ORCA input:
```
! RIJCOSX wB97M-V def2-TZVPD def2/J DEFGRID3
* xyz 0 1
C -1.094 0.032 -0.350
C -0.647 1.331 0.255
C 2.162 0.644 -0.018
C 0.681 -1.657 0.236
C -0.535 -1.148 0.391
H -3.075 -1.040 -1.306
H -0.732 0.041 -1.367
H -0.604 1.332 1.366
H -1.428 2.096 0.006
H 2.329 0.515 1.083
H 3.093 1.020 -0.521
H 0.968 -2.529 0.775
H -1.190 -1.635 1.077
S -2.914 0.015 -0.512
S 0.958 1.973 -0.351
S 2.029 -0.991 -0.765
*
```

***

No. 7
Molecular formula: C8H16N3
Method: DFT, the ωB97M-V functional and the def2-TZVPD basis

The HOMO-LUMO gap (alpha / beta) comes out at 4.9116 / 4.9000 eV. For the relative energy (zero: lowest compared OMol25 entry of this formula, charge and spin), the calculation gives 70.5 kcal per mole.

Geometry as ORCA input:
```
! RIJCOSX wB97M-V def2-TZVPD def2/J DEFGRID3
* xyz 1 1
C 2.059 -1.927 1.032
C 2.477 -1.779 -0.263
C 1.659 -0.666 1.476
C -2.672 -1.303 -0.896
C 1.820 2.369 -0.751
C -1.387 -0.694 -0.303
C 1.555 1.532 0.447
C -1.711 0.560 0.398
N 2.314 -0.460 -0.593
N 1.842 0.228 0.469
N -1.916 0.584 1.702
H 2.043 -2.830 1.606
H 2.856 -2.485 -0.970
H 1.314 -0.356 2.439
H -3.115 -0.628 -1.624
H -2.431 -2.238 -1.392
H -3.402 -1.502 -0.116
H 1.413 1.920 -1.660
H 2.891 2.536 -0.909
H 1.358 3.343 -0.622
H -0.695 -0.499 -1.124
H -0.934 -1.411 0.386
H 1.249 1.969 1.377
H -1.893 1.465 -0.158
H -2.261 1.404 2.176
H 2.644 0.012 -1.418
H -1.804 -0.260 2.246
*
```

***

No. 8
Molecular formula: C11H22N2
Method: DFT, the ωB97M-V functional and the def2-TZVPD basis

The SMILES is CC1(C)C[C@@]2(C)CNC[C@@](N)(C1)C2. The HOMO-LUMO gap comes out at 8.8524 eV. For the relative energy (zero: lowest compared OMol25 entry of this formula, charge and spin), the calculation gives 5.4 kcal per mole.

Geometry as ORCA input:
```
! RIJCOSX wB97M-V def2-TZVPD def2/J DEFGRID3
* xyz 0 1
N -0.291 0.690 -1.941
N 2.885 0.775 -0.031
C -1.791 1.760 0.661
C -1.074 0.496 2.702
C -0.242 -2.855 -0.700
C 1.058 1.063 -1.570
C -0.541 -0.737 -1.989
C 0.693 1.097 0.954
C 1.308 -0.995 -0.300
C -1.134 -0.728 0.490
C 1.473 0.475 -0.233
C -0.800 0.648 1.156
C -0.177 -1.289 -0.651
H -0.990 1.134 -1.363
H 3.424 0.082 -0.537
H 3.152 1.719 -0.281
H -1.729 2.676 1.283
H -2.840 1.441 0.759
H -1.647 2.114 -0.363
H -0.864 1.477 3.206
H -0.434 -0.304 3.101
H -2.118 0.243 2.932
H -0.085 -3.307 0.305
H -1.212 -3.175 -1.131
H 0.574 -3.264 -1.330
H 1.728 0.708 -2.346
H 1.109 2.132 -1.469
H 0.085 -1.210 -2.795
H -1.571 -0.899 -2.187
H 0.719 2.182 0.870
H 1.197 0.863 1.881
H 1.618 -1.459 0.655
H 1.918 -1.433 -1.082
H -2.150 -0.643 0.064
H -1.252 -1.477 1.282
*
```